<1>
Here is 2 unconnected molecules or ions with the total composition C3H9NO2S from OMol25. Energies are from ωB97M-V with the def2-TZVPD basis set.

Last column: Löwdin charge in e.
CARTESIAN COORDINATES (ANGSTROEM)
C1 -0.115 0.122 0.657  -0.3349
O1 -1.494 0.405 0.647  -0.1941
C2 0.213 -0.822 -0.479  -0.4834
C3 1.663 -1.388 -0.514  -0.7139
S1 2.972 -0.110 -0.764  0.0210
N1 -0.034 -0.191 -1.827  -0.0198
H1 0.315 -0.327 1.579  0.1044
H2 0.432 1.069 0.601  0.0967
H3 -0.569 -1.593 -0.500  0.1124
H4 1.816 -1.865 0.465  0.0212
H5 1.732 -2.126 -1.310  0.0155
H6 0.726 0.465 -1.986  -0.0160
H7 -0.872 0.368 -1.657  0.0350
H8 -1.668 1.231 1.344  0.0117
H9 -2.771 2.571 1.479  -0.1317
O2 -2.348 2.190 2.266  -0.5241

## Properties
charge = -2
HOMO-LUMO gap = 0.21779 Ha
E_LUMO = 6.11 eV



<2>
Here is a molecular structure, C3H9NO2S from OMol25. Energies are from ωB97M-V with the def2-TZVPD basis set.

Last column: Löwdin charge in e.
CARTESIAN COORDINATES (ANGSTROEM)
C1 0.732 0.413 0.321  -0.3570
O1 0.396 1.263 1.363  -0.2481
C2 -0.481 -0.420 -0.175  -0.4510
C3 -0.193 -1.450 -1.283  -0.6910
S1 0.669 -3.023 -0.771  -0.0102
N1 -1.027 -1.112 1.052  -0.0309
H1 1.121 0.943 -0.565  0.0903
H2 1.497 -0.307 0.633  0.0899
H3 -1.353 0.199 -0.397  0.1097
H4 0.471 -0.923 -1.978  0.0211
H5 -1.100 -1.743 -1.812  0.0148
H6 -0.689 -2.068 1.070  -0.0473
H7 -0.650 -0.605 1.845  0.0232
H8 0.038 2.265 0.887  -0.0458
H9 0.671 3.287 -0.374  -0.0985
O2 -0.100 3.282 0.183  -0.3691

## Properties
charge = -2
HOMO-LUMO gap = 0.21248 Ha
E_LUMO = 6.13 eV



Computed stability ranking, most favorable first: <1>, <2>



<1>
Here is a molecular structure, C38H40F6N11O6S4Y from OMol25. Energies are from ωB97M-V with the def2-TZVPD basis set.

Last column: Löwdin charge in e.
CARTESIAN COORDINATES (ANGSTROEM)
Y1 0.009 -0.517 0.819  1.4245
N1 -0.787 3.433 2.813  0.2175
C1 0.326 3.245 3.611  -0.1766
C2 0.779 3.920 4.738  0.0152
C3 1.972 3.485 5.276  -0.0502
C4 2.691 2.426 4.704  -0.0479
C5 2.233 1.754 3.589  -0.0306
C6 1.012 2.163 3.047  -0.2208
N2 0.297 1.703 1.935  0.0819
C7 -0.732 2.523 1.828  -0.2946
C8 -1.616 2.461 0.676  -0.3072
C9 -2.491 3.393 0.215  -0.3019
S1 -3.121 2.899 -1.290  1.1314
C10 -2.193 1.483 -1.209  -0.4359
N3 -1.453 1.365 -0.141  -0.0375
H1 -1.497 4.135 2.933  0.1808
H2 0.232 4.746 5.174  0.1236
H3 2.369 3.977 6.154  0.1173
H4 3.629 2.126 5.155  0.1183
H5 2.804 0.944 3.162  0.0937
H6 -2.762 4.340 0.656  0.0953
H7 -2.236 0.733 -1.986  0.0712
F1 -1.766 -3.119 4.531  0.1607
C11 -2.114 -1.895 4.907  -0.6859
F2 -3.342 -1.630 4.484  0.1697
F3 -2.038 -1.779 6.213  0.1960
S2 -0.977 -0.664 4.130  0.6672
O1 -1.224 -0.856 2.680  -0.4302
O2 -1.332 0.606 4.654  -0.2043
N4 0.443 -1.144 4.555  -0.2455
S3 1.602 -1.672 3.664  0.6449
O3 1.593 -1.034 2.329  -0.4267
O4 2.843 -1.681 4.340  -0.1920
C12 1.199 -3.437 3.283  -0.6683
F4 2.217 -4.003 2.654  0.1688
F5 0.122 -3.481 2.476  0.1180
F6 0.940 -4.084 4.395  0.1934
C13 -1.141 -1.597 -2.743  0.0056
C14 -2.061 -1.885 -1.605  -0.3718
N5 -1.833 -1.599 -0.329  -0.0164
C15 -2.933 -2.056 0.379  -0.0873
C16 -3.817 -2.616 -0.477  -0.0068
N6 -3.254 -2.501 -1.731  0.0171
C17 -3.826 -3.120 -2.933  -0.0511
N7 -3.907 -4.531 -2.782  -0.0664
N8 -5.018 -5.059 -2.180  0.0640
N9 -4.810 -6.281 -1.920  0.0962
C18 -3.528 -6.618 -2.321  -0.2126
C19 -2.844 -7.833 -2.243  0.0109
C20 -1.553 -7.854 -2.721  -0.0637
C21 -0.957 -6.704 -3.274  -0.0724
C22 -1.623 -5.502 -3.363  -0.0247
C23 -2.929 -5.485 -2.869  -0.1674
H8 -0.268 -1.049 -2.393  0.0476
H9 -1.625 -1.000 -3.519  0.0975
H10 -0.790 -2.518 -3.211  0.0678
H11 -3.007 -1.951 1.448  0.0987
H12 -4.770 -3.100 -0.329  0.1312
H13 -3.205 -2.863 -3.787  0.1386
H14 -4.832 -2.741 -3.084  0.1484
H15 -3.321 -8.710 -1.826  0.1249
H16 -0.982 -8.772 -2.688  0.1124
H17 0.053 -6.780 -3.660  0.1102
H18 -1.162 -4.640 -3.833  0.0935
C24 5.012 3.887 -1.457  -0.0846
C25 4.046 4.638 -0.554  -0.2227
C26 3.584 3.824 0.649  -0.1442
N10 2.969 2.527 0.281  0.0740
C27 2.021 2.227 -0.570  -0.7287
S4 1.786 0.585 -1.060  0.6850
N11 1.247 3.174 -1.184  0.1279
C28 0.728 4.359 -0.621  -0.3944
O5 0.842 4.585 0.562  0.0981
C29 -0.020 5.224 -1.564  -0.1585
C30 -0.812 6.231 -1.012  -0.0235
C31 -1.551 7.061 -1.836  -0.0467
C32 -1.498 6.895 -3.215  -0.0451
C33 -0.695 5.909 -3.771  -0.0520
C34 0.047 5.074 -2.949  -0.0254
H19 5.372 4.528 -2.261  0.0824
H20 4.541 3.016 -1.922  0.0677
H21 5.883 3.535 -0.899  0.0840
H22 3.188 4.996 -1.126  0.0962
H23 4.517 5.537 -0.151  0.1257
H24 2.883 4.375 1.266  0.1062
H25 4.434 3.546 1.269  0.1343
H26 3.442 1.709 0.631  0.1330
H27 0.760 2.822 -1.992  0.1084
H28 -0.826 6.361 0.063  0.1216
H29 -2.162 7.846 -1.410  0.1173
H30 -2.072 7.549 -3.858  0.1189
H31 -0.634 5.802 -4.846  0.1166
H32 0.703 4.344 -3.408  0.1162
C35 2.797 -3.114 -1.691  -0.1222
C36 1.574 -4.031 -1.897  -0.1266
C37 0.661 -3.712 -0.712  -0.1508
O6 1.142 -2.440 -0.189  -0.3246
C38 2.594 -2.569 -0.292  -0.1961
H33 2.803 -2.297 -2.414  0.1105
H34 3.743 -3.644 -1.783  0.1270
H35 1.845 -5.085 -1.890  0.1205
H36 1.089 -3.829 -2.851  0.0935
H37 0.769 -4.453 0.081  0.1275
H38 -0.393 -3.613 -0.947  0.0990
H39 2.919 -3.278 0.470  0.1248
H40 3.035 -1.599 -0.099  0.0718

## Properties
charge = +2
HOMO-LUMO gap = 0.29965 Ha
E_LUMO = -5.03 eV



<2>
Here is a molecular structure, C38H40F6N11O6S4Y from OMol25. Energies are from ωB97M-V with the def2-TZVPD basis set.

Last column: Löwdin charge in e.
CARTESIAN COORDINATES (ANGSTROEM)
Y1 -0.393 -0.062 0.499  1.4476
N1 1.322 2.001 -3.150  0.2158
C1 2.557 1.488 -2.786  -0.1763
C2 3.779 1.477 -3.447  -0.0001
C3 4.823 0.865 -2.785  -0.0602
C4 4.651 0.288 -1.517  -0.0470
C5 3.430 0.292 -0.875  -0.0017
C6 2.363 0.903 -1.532  -0.2043
N2 1.023 1.066 -1.156  0.0793
C7 0.467 1.740 -2.150  -0.2846
C8 -0.936 2.121 -2.113  -0.3198
C9 -1.626 2.985 -2.907  -0.2969
S1 -3.251 3.062 -2.388  1.1198
C10 -2.910 1.949 -1.151  -0.4441
N3 -1.673 1.538 -1.112  -0.0635
H1 1.121 2.539 -3.975  0.1798
H2 3.909 1.924 -4.424  0.1236
H3 5.799 0.828 -3.252  0.1184
H4 5.499 -0.177 -1.033  0.1209
H5 3.328 -0.159 0.099  0.0793
H6 -1.271 3.579 -3.733  0.0927
H7 -3.672 1.612 -0.463  0.0934
F1 3.223 -3.232 -0.599  0.1711
C11 2.283 -4.021 -0.111  -0.6751
F2 1.874 -4.865 -1.043  0.1730
F3 2.729 -4.677 0.941  0.1850
S2 0.806 -3.003 0.412  0.6377
O1 0.869 -1.788 -0.427  -0.4116
O2 -0.336 -3.838 0.273  -0.2286
N4 0.989 -2.558 1.912  -0.2789
S3 2.012 -1.408 2.288  0.6588
O3 1.452 -0.099 1.886  -0.4317
O4 3.377 -1.634 1.963  -0.2152
C12 1.867 -1.445 4.129  -0.6792
F4 0.615 -1.185 4.497  0.1587
F5 2.227 -2.632 4.565  0.1945
F6 2.672 -0.510 4.603  0.1822
C13 -1.270 -1.598 -2.818  0.0195
C14 -2.304 -1.740 -1.757  -0.3291
N5 -2.235 -1.243 -0.523  -0.0108
C15 -3.454 -1.524 0.074  -0.1123
C16 -4.237 -2.203 -0.794  -0.0008
N6 -3.498 -2.333 -1.948  0.0161
C17 -3.954 -3.098 -3.114  -0.0539
N7 -4.240 -4.438 -2.749  -0.0727
N8 -5.544 -4.849 -2.696  0.0610
N9 -5.586 -6.055 -2.316  0.0886
C18 -4.298 -6.504 -2.090  -0.2164
C19 -3.834 -7.749 -1.655  0.0068
C20 -2.474 -7.885 -1.502  -0.0638
C21 -1.592 -6.818 -1.770  -0.0657
C22 -2.036 -5.589 -2.202  -0.0153
C23 -3.417 -5.460 -2.362  -0.1642
H8 -0.312 -1.329 -2.387  0.0554
H9 -1.558 -0.828 -3.538  0.1001
H10 -1.123 -2.528 -3.368  0.0863
H11 -3.674 -1.214 1.080  0.0972
H12 -5.225 -2.625 -0.709  0.1376
H13 -3.187 -3.039 -3.884  0.1376
H14 -4.880 -2.668 -3.491  0.1474
H15 -4.522 -8.557 -1.454  0.1229
H16 -2.064 -8.829 -1.170  0.1108
H17 -0.531 -6.976 -1.630  0.1078
H18 -1.345 -4.779 -2.397  0.0933
C24 -1.066 6.871 2.615  -0.0946
C25 0.227 6.712 1.829  -0.2252
C26 0.042 6.002 0.493  -0.1508
N10 -0.530 4.656 0.683  0.0573
C27 0.075 3.562 1.091  -0.7273
S4 -0.831 2.349 1.900  0.7062
N11 1.434 3.428 1.000  0.1284
C28 2.254 3.876 -0.062  -0.3869
O5 1.753 4.309 -1.075  0.0867
C29 3.704 3.691 0.145  -0.1482
C30 4.528 3.833 -0.971  -0.0169
C31 5.896 3.679 -0.840  -0.0517
C32 6.445 3.386 0.402  -0.0453
C33 5.630 3.257 1.519  -0.0504
C34 4.260 3.411 1.394  -0.0193
H19 -0.906 7.467 3.511  0.0823
H20 -1.467 5.909 2.942  0.0670
H21 -1.831 7.375 2.021  0.0825
H22 0.972 6.170 2.419  0.1118
H23 0.664 7.689 1.616  0.1213
H24 0.967 5.921 -0.062  0.0974
H25 -0.667 6.537 -0.141  0.1354
H26 -1.530 4.623 0.824  0.1264
H27 1.806 2.680 1.567  0.1095
H28 4.084 4.068 -1.927  0.1204
H29 6.539 3.793 -1.702  0.1176
H30 7.516 3.268 0.502  0.1172
H31 6.064 3.052 2.487  0.1152
H32 3.644 3.350 2.283  0.1151
C35 -2.821 -0.947 4.519  -0.1308
C36 -3.142 -2.191 3.694  -0.1322
C37 -1.935 -2.279 2.789  -0.1768
O6 -1.622 -0.880 2.455  -0.3267
C38 -2.184 -0.016 3.501  -0.2109
H33 -2.111 -1.189 5.310  0.1220
H34 -3.697 -0.498 4.982  0.1282
H35 -4.061 -2.059 3.119  0.1156
H36 -3.255 -3.085 4.303  0.1329
H37 -2.089 -2.810 1.853  0.1001
H38 -1.073 -2.698 3.303  0.1094
H39 -2.916 0.638 3.024  0.1069
H40 -1.374 0.582 3.915  0.0851

## Properties
charge = +2
HOMO-LUMO gap = 0.28004 Ha
E_LUMO = -5.17 eV



Computed stability ranking, most favorable first: <1>, <2>



<1>
Here is C7H6 in the gas phase from OMol25. Energies are from ωB97M-V with the def2-TZVPD basis set.

Last column: Löwdin charge in e.
CARTESIAN COORDINATES (ANGSTROEM)
C1 1.609 -2.453 -0.867  0.1287
C2 -1.019 0.050 2.441  -0.0686
C3 0.912 -1.682 -0.274  -0.1128
C4 -1.643 0.396 3.433  0.1068
C5 -0.404 0.122 1.076  -0.0812
C6 0.233 -0.507 0.100  -0.2829
C7 0.161 0.390 -1.184  -0.0441
H1 1.813 -3.363 -1.386  0.0369
H2 -2.091 0.409 4.353  -0.0042
H3 -0.716 1.065 0.694  0.0743
H4 1.117 0.612 -1.551  0.0565
H5 -0.499 1.197 -0.867  0.0639
H6 -0.264 -0.332 -2.012  0.1267

## Properties
HOMO-LUMO gap = 0.34074 Ha
E_LUMO = 0.19 eV



<2>
Here is C7H6 in the gas phase from OMol25. Energies are from ωB97M-V with the def2-TZVPD basis set.

Last column: Löwdin charge in e.
CARTESIAN COORDINATES (ANGSTROEM)
C1 0.439 0.581 -2.688  -0.0989
C2 0.654 1.295 -1.660  0.0240
C3 -0.846 0.308 -0.592  0.0561
C4 0.019 0.280 0.411  -0.2043
C5 -0.712 -0.231 -2.347  -0.0805
C6 0.083 1.549 -0.388  -0.1920
C7 0.636 -0.340 1.589  -0.0395
H1 -1.638 -0.016 -2.868  0.0829
H2 -0.494 -1.286 -2.251  0.0876
H3 -0.256 2.525 -0.086  0.1137
H4 -0.110 -0.497 2.366  0.0845
H5 1.424 0.299 1.985  0.0832
H6 1.051 -1.315 1.331  0.0831

## Properties
HOMO-LUMO gap = 0.31554 Ha
E_LUMO = 0.13 eV



Computed stability ranking, most favorable first: <1>, <2>